The following is a DFT calculation (ωB97M-V/def2-TZVPD) of a structure of composition C31H54CaN3OP2 at a distorted geometry.

Properties
E_LUMO ... -2.29 eV
Energy relative to the best compared isomer or geometry (same formula, charge and spin) ... 0.000 eV
Multiplicity ... 1
Net charge ... +1

Last column: Löwdin charge in e.
Positions of all 92 atoms, in Å:
C1 -2.271 1.081 -1.231  -0.371
C2 -2.338 -1.189 -0.624  -0.366
C3 -3.426 0.951 -2.005  -0.081
C4 -3.591 -1.320 -1.282  -0.052
C5 -4.128 -0.257 -1.977  -0.073
H1 -3.772 1.811 -2.576  0.105
H2 -4.079 -2.294 -1.243  0.110
H3 -5.076 -0.351 -2.504  0.109
N1 -1.751 0.061 -0.521  -0.022
P1 -0.704 2.857 0.346  1.067
P2 -0.104 -2.751 0.393  0.987
C6 -1.544 2.441 -1.245  -0.278
H4 -0.807 2.420 -2.064  0.073
H5 -2.257 3.236 -1.512  0.074
C7 -1.742 -2.380 -0.105  -0.336
H6 -2.455 -3.209 -0.029  0.052
C8 0.530 -3.836 -1.072  -0.673
C9 -0.371 -3.771 2.005  -0.694
C10 0.878 3.862 -0.098  -0.680
C11 -2.094 3.824 1.203  -0.692
C12 2.064 -3.781 -1.012  -0.108
H7 2.455 -4.154 -0.056  0.068
H8 2.487 -4.402 -1.816  0.090
H9 2.423 -2.750 -1.144  0.038
C13 0.012 -5.274 -1.014  -0.096
H10 0.385 -5.835 -0.149  0.066
H11 -1.085 -5.307 -1.033  0.085
H12 0.367 -5.799 -1.915  0.090
C14 0.028 -3.203 -2.372  -0.104
H13 0.402 -3.781 -3.229  0.092
H14 -1.066 -3.188 -2.423  0.082
H15 0.382 -2.172 -2.472  0.036
C15 0.965 -4.428 2.396  -0.105
H16 1.754 -3.678 2.546  0.075
H17 0.829 -4.969 3.344  0.086
H18 1.321 -5.155 1.651  0.063
C16 -0.789 -2.771 3.097  -0.129
H19 -0.040 -1.983 3.262  0.031
H20 -1.754 -2.300 2.869  0.070
H21 -0.907 -3.318 4.046  0.093
C17 -1.477 -4.821 1.876  -0.097
H22 -1.283 -5.571 1.104  0.058
H23 -1.547 -5.355 2.837  0.090
H24 -2.453 -4.365 1.683  0.075
C18 -1.638 4.121 2.645  -0.092
H25 -2.433 4.691 3.149  0.097
H26 -1.469 3.196 3.213  0.044
H27 -0.721 4.724 2.675  0.065
C19 -3.348 2.930 1.245  -0.081
H28 -3.768 2.767 0.246  0.082
H29 -3.150 1.957 1.712  0.043
H30 -4.113 3.440 1.848  0.100
C20 -2.448 5.123 0.467  -0.088
H31 -3.402 5.492 0.873  0.095
H32 -1.708 5.914 0.627  0.063
H33 -2.585 4.981 -0.612  0.077
C21 1.209 3.739 -1.591  -0.109
H34 0.463 4.239 -2.221  0.092
H35 2.178 4.228 -1.779  0.098
H36 1.310 2.694 -1.915  0.041
C22 2.032 3.230 0.714  -0.123
H37 2.267 2.209 0.366  0.051
H38 2.940 3.836 0.578  0.090
H39 1.814 3.190 1.791  0.070
C23 0.749 5.349 0.248  -0.098
H40 0.009 5.851 -0.388  0.078
H41 0.513 5.526 1.306  0.069
H42 1.722 5.827 0.049  0.093
Ca1 0.165 0.132 1.048  0.982
C24 -1.568 0.691 2.987  -0.031
O1 -2.109 0.663 4.001  0.108
N2 1.417 -0.158 -0.831  0.065
C25 1.807 -0.440 -1.901  -0.100
C26 2.675 -0.389 -3.154  -0.574
C27 2.175 -1.379 -4.203  -0.050
C28 2.610 1.027 -3.720  -0.046
C29 4.104 -0.723 -2.735  -0.035
H43 2.242 -2.409 -3.838  0.076
H44 1.138 -1.154 -4.480  0.101
H45 2.789 -1.307 -5.108  0.101
H46 3.020 1.755 -3.007  0.083
H47 3.207 1.087 -4.640  0.104
H48 1.576 1.308 -3.966  0.098
H49 4.782 -0.648 -3.593  0.103
H50 4.445 -0.017 -1.965  0.097
H51 4.168 -1.742 -2.335  0.086
C30 2.285 0.280 5.495  -0.023
C31 1.710 0.264 4.173  -0.180
N3 1.270 0.236 3.094  0.053
H52 3.133 -0.418 5.535  0.108
H53 1.530 -0.032 6.229  0.107
H54 2.641 1.293 5.732  0.106



The following is a DFT calculation (ωB97M-V/def2-TZVPD) of a structure of composition C31H54Cl2P2Pb at a distorted geometry.

Properties
E_LUMO (alpha / beta) ... -2.03 / 0.05 eV
Multiplicity ... 1
Net charge ... 0

Last column: Löwdin charge in e.
Positions of all 90 atoms, in Å:
P1 -0.242 1.054 -2.036  1.262
C1 -1.920 0.433 -2.486  -0.426
C2 -2.531 1.092 -3.729  -0.197
C3 -3.994 0.643 -3.865  -0.191
C4 -4.145 -0.881 -3.886  -0.199
C5 -3.457 -1.543 -2.686  -0.195
C6 -1.994 -1.106 -2.546  -0.208
C7 1.189 0.342 -2.902  -0.426
C8 1.195 0.546 -4.419  -0.199
C9 2.520 0.018 -4.994  -0.194
C10 2.811 -1.437 -4.600  -0.198
C11 2.664 -1.700 -3.093  -0.190
C12 1.351 -1.152 -2.533  -0.201
C13 -0.220 2.879 -1.905  -0.420
C14 -1.344 3.335 -0.940  -0.216
C15 -1.324 4.852 -0.718  -0.193
C16 0.042 5.379 -0.269  -0.200
C17 1.197 4.872 -1.140  -0.196
C18 1.158 3.361 -1.403  -0.215
H1 -2.532 0.715 -1.600  0.037
H2 -1.955 0.788 -4.618  0.110
H3 -2.481 2.190 -3.657  0.105
H4 -4.427 1.077 -4.774  0.111
H5 -4.563 1.042 -3.016  0.121
H6 -5.208 -1.156 -3.907  0.112
H7 -3.697 -1.269 -4.809  0.111
H8 -3.991 -1.278 -1.763  0.100
H9 -3.498 -2.634 -2.788  0.115
H10 -1.569 -1.530 -1.623  0.083
H11 -1.419 -1.477 -3.410  0.106
H12 2.062 0.884 -2.482  0.121
H13 3.335 0.649 -4.622  0.115
H14 1.074 1.610 -4.666  0.113
H15 0.345 0.006 -4.859  0.111
H16 2.507 0.120 -6.085  0.112
H17 3.823 -1.712 -4.925  0.111
H18 2.122 -2.093 -5.144  0.113
H19 2.721 -2.776 -2.894  0.115
H20 3.502 -1.229 -2.564  0.117
H21 1.310 -1.266 -1.439  0.105
H22 0.512 -1.723 -2.948  0.097
H23 -0.412 3.219 -2.946  0.125
H24 -2.336 3.034 -1.310  0.102
H25 -1.195 2.813 0.019  0.074
H26 -1.612 5.341 -1.657  0.112
H27 -2.090 5.113 0.022  0.116
H28 0.216 5.070 0.770  0.117
H29 0.026 6.476 -0.283  0.109
H30 2.150 5.131 -0.668  0.111
H31 1.173 5.394 -2.104  0.112
H32 1.944 3.098 -2.124  0.102
H33 1.374 2.821 -0.469  0.088
Pb1 -1.737 -0.776 2.384  0.704
Cl1 0.335 0.787 1.578  -0.189
Cl2 -3.349 0.469 0.821  -0.227
C19 -1.289 -2.348 0.827  -0.313
H34 -2.150 -2.617 0.189  0.014
C20 -0.286 -3.343 0.906  -0.366
C21 1.111 -3.029 1.090  -0.076
C22 2.078 -4.023 1.045  -0.106
C23 1.714 -5.375 0.913  -0.107
C24 0.356 -5.722 0.832  -0.111
C25 -0.623 -4.746 0.841  -0.058
H35 1.386 -1.978 1.254  0.072
H36 3.134 -3.765 1.114  0.097
H37 0.071 -6.774 0.762  0.098
H38 -1.683 -5.017 0.814  0.106
H39 2.478 -6.156 0.886  0.094
C26 -1.966 0.011 5.836  -0.208
C27 -0.503 0.477 5.907  -0.444
P2 0.511 0.045 4.447  0.744
C28 1.988 1.144 4.589  -0.437
C29 2.708 1.297 5.933  -0.153
C30 1.200 -1.646 4.788  -0.409
C31 1.488 -2.055 6.232  -0.156
H40 -2.525 0.483 5.010  0.028
H41 -2.454 0.316 6.776  0.068
H42 -2.056 -1.083 5.747  0.059
H43 -0.460 1.578 5.990  0.085
H44 -0.006 0.058 6.792  0.054
H45 2.678 0.770 3.813  0.066
H46 1.616 2.122 4.233  0.066
H47 3.196 0.367 6.253  0.052
H48 3.504 2.045 5.829  0.065
H49 2.044 1.646 6.731  0.063
H50 0.482 -2.344 4.322  0.055
H51 2.121 -1.696 4.188  0.076
H52 0.677 -1.801 6.928  0.055
H53 1.620 -3.145 6.283  0.069
H54 2.422 -1.608 6.611  0.058



Number 1: DFT total energy -2813.30962 a.u.. Number 2: DFT total energy -3009.51107 a.u..